Computed, not measured: a molecular structure, C6H9N, with the ωB97M-V functional and the def2-TZVPD basis.

E_tot in hartree: -288.50205
Energy relative to the best compared isomer or geometry (same formula, charge and spin) in kcal per mole: 175.70
HOMO-LUMO gap in Eh: 0.309
LUMO level in eV: -0.10

```
! RIJCOSX wB97M-V def2-TZVPD def2/J DEFGRID3
* xyz 0 1
N -1.559 -0.355 -1.162
C 0.793 0.845 -1.097
C -1.625 0.694 -0.253
C 1.497 -0.676 0.947
C 0.492 -0.172 -0.048
C -0.207 1.165 -0.025
C -0.691 -1.097 -0.374
H -2.438 -0.807 -1.387
H 1.750 1.346 -0.978
H -1.471 -1.000 0.995
H 0.460 0.697 -2.120
H 2.274 0.071 1.138
H -0.030 1.945 0.707
H 1.976 -1.587 0.570
H -1.873 -0.211 1.064
H 1.014 -0.922 1.900
*
```

---

Computed, not measured: a single C6H9N molecule, with the ωB97M-V functional and the def2-TZVPD basis.

E_tot in hartree: -288.69037
SMILES: CC#CC/C=N\C
Energy relative to the best compared isomer or geometry (same formula, charge and spin) in kcal per mole: 57.52
HOMO-LUMO gap in Eh: 0.374
LUMO level in eV: 0.91

```
! RIJCOSX wB97M-V def2-TZVPD def2/J DEFGRID3
* xyz 0 1
N 0.709 2.328 -0.910
C -0.482 -0.901 0.434
C 0.059 1.392 -0.358
C 0.318 -0.101 -0.496
C 1.832 1.981 -1.764
C -1.148 -1.531 1.217
C -1.950 -2.305 2.165
H 1.651 1.103 -2.400
H -0.777 1.674 0.289
H -2.016 -3.353 1.856
H 0.106 -0.408 -1.531
H 1.386 -0.302 -0.338
H 2.719 1.775 -1.151
H 2.067 2.831 -2.410
H -1.509 -2.276 3.167
H -2.968 -1.907 2.232
*
```

---

Computed, not measured: a molecular structure, C6H9N, with the ωB97M-V functional and the def2-TZVPD basis.

E_tot in hartree: -288.63479
Energy relative to the best compared isomer or geometry (same formula, charge and spin) in kcal per mole: 92.40
HOMO-LUMO gap in Eh: 0.347
LUMO level in eV: 1.15

```
! RIJCOSX wB97M-V def2-TZVPD def2/J DEFGRID3
* xyz 0 1
N 0.688 -0.488 -0.255
C -1.629 -0.758 -0.750
C 2.075 -0.138 0.085
C -1.337 -1.034 0.527
C -0.627 1.240 0.124
C -0.676 0.338 -1.098
C -0.233 -0.050 0.845
H -0.723 0.750 -2.117
H -1.544 -1.927 1.104
H 2.784 -0.453 -0.685
H 0.208 1.943 0.036
H -2.219 -1.335 -1.453
H 2.318 -0.747 0.979
H 2.277 0.907 0.373
H 0.179 -0.011 1.856
H -1.541 1.762 0.428
*
```

---

Computed, not measured: a single C6H9N molecule, with the ωB97M-V functional and the def2-TZVPD basis.

E_tot in hartree: -288.70008
Energy relative to the best compared isomer or geometry (same formula, charge and spin) in kcal per mole: 51.43
HOMO-LUMO gap in Eh: 0.338
LUMO level in eV: 0.93

```
! RIJCOSX wB97M-V def2-TZVPD def2/J DEFGRID3
* xyz 0 1
N 1.351 -0.120 -0.368
C 0.223 -0.987 -0.163
C -0.052 1.034 0.908
C 0.218 -2.345 -0.787
C -0.636 -0.333 0.620
C 1.337 1.047 0.261
C -0.825 2.196 0.251
H 0.018 1.238 1.988
H -0.807 2.097 -0.842
H 2.117 -0.390 -0.974
H -1.570 -0.739 0.998
H -0.673 -2.907 -0.494
H 0.231 -2.271 -1.882
H -0.320 3.132 0.505
H -1.869 2.238 0.590
H 1.102 -2.922 -0.485
*
```

---

Computed, not measured: 2 unconnected molecules or ions with the total composition C6H9N in a non-equilibrium geometry, with the ωB97M-V functional and the def2-TZVPD basis.

E_tot in hartree: -288.54829
SMILES: CC1=C2N[C@H]12.C=C
Energy relative to the best compared isomer or geometry (same formula, charge and spin) in kcal per mole: 146.68
HOMO-LUMO gap in Eh: 0.356
LUMO level in eV: 0.89

```
! RIJCOSX wB97M-V def2-TZVPD def2/J DEFGRID3
* xyz 0 1
N 0.094 -2.049 -0.389
C -1.749 1.264 1.219
C -2.190 0.184 1.719
C 1.005 -0.212 -0.812
C 1.678 1.083 -1.024
C 1.384 -1.524 -0.552
C -0.045 -0.936 -1.336
H 1.496 1.666 0.002
H 2.701 1.002 -1.020
H -3.144 0.239 2.215
H 0.036 -2.883 -0.972
H -2.340 2.150 1.328
H -1.760 -0.812 1.625
H 2.247 -2.093 -0.799
H -0.840 1.176 0.761
H 1.428 1.743 -1.965
*
```

---

Computed, not measured: a molecular structure, C6H9N, with the ωB97M-V functional and the def2-TZVPD basis.

E_tot in hartree: -288.66415
Energy relative to the best compared isomer or geometry (same formula, charge and spin) in kcal per mole: 73.98
HOMO-LUMO gap in Eh: 0.380
LUMO level in eV: 1.16

```
! RIJCOSX wB97M-V def2-TZVPD def2/J DEFGRID3
* xyz 0 1
N 0.331 1.306 -0.168
C 0.423 0.142 -1.126
C 0.215 0.598 1.100
C -0.797 -0.667 -0.720
C 0.046 -0.847 0.596
C -0.898 1.468 0.722
C 1.263 -0.918 -0.364
H -1.691 -0.053 -0.692
H 2.268 -0.675 -0.002
H -1.869 0.961 0.716
H 0.917 0.835 1.894
H -1.008 2.499 1.028
H 0.667 0.439 -2.149
H -0.176 -1.622 1.331
H 1.288 -1.874 -0.900
H -0.980 -1.590 -1.267
*
```

---

Computed, not measured: a molecular structure, C6H9N in a non-equilibrium geometry, with the ωB97M-V functional and the def2-TZVPD basis.

E_tot in hartree: -288.52492
Energy relative to the best compared isomer or geometry (same formula, charge and spin) in kcal per mole: 161.34
HOMO-LUMO gap in Eh: 0.306
LUMO level in eV: 1.04

```
! RIJCOSX wB97M-V def2-TZVPD def2/J DEFGRID3
* xyz 0 1
N 0.592 -0.438 -0.047
C -1.557 -0.895 -0.753
C -0.438 0.140 -0.992
C -0.499 1.190 0.121
C -0.429 -0.060 1.002
C -1.552 -1.028 0.573
C 1.901 -0.304 -0.038
H 2.410 -0.618 0.868
H -0.107 -0.027 2.045
H -2.110 -1.711 1.206
H 0.957 1.751 0.172
H 1.977 1.562 0.151
H 2.406 -0.427 -0.991
H -2.119 -1.441 -1.506
H -0.126 0.379 -2.010
H -1.306 1.926 0.201
*
```

---

Computed, not measured: a single C6H9N molecule, with the ωB97M-V functional and the def2-TZVPD basis.

E_tot in hartree: -288.64404
Energy relative to the best compared isomer or geometry (same formula, charge and spin) in kcal per mole: 86.60
HOMO-LUMO gap in Eh: 0.313
LUMO level in eV: 0.84

```
! RIJCOSX wB97M-V def2-TZVPD def2/J DEFGRID3
* xyz 0 1
N 0.292 1.062 -0.071
C 0.955 -0.153 -0.141
C -2.126 -0.083 0.404
C -0.975 0.869 -0.605
C 0.133 -1.055 -0.741
C 2.356 -0.280 0.363
C -1.137 -0.431 -1.145
H 0.425 -2.077 -0.963
H 2.705 -1.307 0.240
H -1.580 1.741 -0.833
H -2.241 -1.156 0.516
H 2.426 -0.021 1.427
H -1.729 0.303 1.353
H -3.095 0.363 0.184
H 3.036 0.381 -0.187
H 0.593 1.855 0.474
*
```

---

Computed, not measured: a single C6H9N molecule, with the ωB97M-V functional and the def2-TZVPD basis.

E_tot in hartree: -288.62844
SMILES: C[C@]12C[C@H]1[C@H]1N[C@H]12
Energy relative to the best compared isomer or geometry (same formula, charge and spin) in kcal per mole: 96.39
HOMO-LUMO gap in Eh: 0.354
LUMO level in eV: 1.19

```
! RIJCOSX wB97M-V def2-TZVPD def2/J DEFGRID3
* xyz 0 1
N 0.501 1.981 -0.352
C -0.026 1.112 0.607
C -1.237 -1.273 0.930
C 1.373 0.981 0.077
C 1.047 -0.456 -0.445
C -0.355 -0.355 0.126
C -0.155 -0.488 -1.344
H -1.067 -2.328 0.687
H -0.399 0.339 -2.006
H 2.289 1.230 0.602
H -0.374 -1.481 -1.734
H -0.312 1.492 1.581
H 1.771 -1.266 -0.438
H -2.284 -1.047 0.697
H -1.109 -1.156 2.013
H 0.337 2.714 -1.001
*
```

---

Computed, not measured: a single C6H9N molecule, with the ωB97M-V functional and the def2-TZVPD basis.

E_tot in hartree: -288.77676
SMILES: Cc1ccc(C)[nH]1
Energy relative to the best compared isomer or geometry (same formula, charge and spin) in kcal per mole: 3.31
HOMO-LUMO gap in Eh: 0.319
LUMO level in eV: 1.02

```
! RIJCOSX wB97M-V def2-TZVPD def2/J DEFGRID3
* xyz 0 1
N -0.083 -0.655 0.132
C -2.471 -0.347 -0.365
C 1.092 0.038 0.274
C 0.756 1.367 0.378
C -1.159 0.193 0.098
C -0.666 1.464 0.270
C 2.381 -0.698 0.082
H -1.254 2.375 0.271
H 1.450 2.194 0.467
H 2.742 -0.558 -0.943
H 3.166 -0.379 0.767
H -0.149 -1.658 0.086
H -2.385 -0.599 -1.430
H -3.276 0.382 -0.259
H -2.755 -1.264 0.166
H 2.223 -1.772 0.226
*
```

---

The highest energy relative to the best compared isomer or geometry (same formula, charge and spin) belongs to which entry? number 1

---

What is the HOMO-LUMO gap in the ninth record? 0.354 Eh